(1)
84
Properties=species:S:1:pos:R:3 method="wB97M-V/def2-TZVPD" lumo_ev=-3.53 e_above_lowest_kj_mol=106.84 multiplicity=1 charge=+1
N 1.394 0.659 3.707
C 1.733 -0.757 3.474
C 1.187 -1.308 2.099
C 0.492 -0.297 1.114
C 1.700 0.430 0.469
N 2.714 -0.368 0.609
C 2.458 -1.672 1.258
H 1.581 1.238 2.890
H 2.061 0.994 4.404
H 2.835 -0.944 3.512
H 1.319 -1.331 4.332
H 0.476 -2.136 2.282
H -0.379 0.294 1.446
H 0.104 -0.976 0.294
H 1.666 1.438 0.033
H 3.635 -0.048 0.263
H 2.052 -2.338 0.452
H 3.304 -2.180 1.754
O 4.228 1.768 -0.423
H 4.366 2.184 -1.281
H 3.853 2.471 0.119
O -0.064 -3.369 4.775
H -0.578 -2.580 4.576
H 0.235 -3.227 5.681
O -0.142 3.541 3.152
H 0.049 2.636 3.428
H -0.144 3.481 2.188
O 1.639 -4.580 0.558
H 1.344 -4.639 1.474
H 1.739 -5.504 0.282
O -1.359 -2.615 7.425
H -1.415 -1.978 8.145
H -2.274 -2.747 7.158
O -0.674 3.512 0.230
H -1.087 4.371 0.058
H -0.801 3.010 -0.584
O -0.481 1.755 -2.391
H -1.063 1.308 -3.028
H 0.355 1.293 -2.484
O -1.795 -0.316 -3.842
H -1.870 -0.932 -4.575
H -2.692 -0.302 -3.454
O -2.947 5.005 2.594
H -2.713 5.834 3.024
H -2.248 4.394 2.868
O -3.405 2.202 3.953
H -2.832 2.416 4.696
H -3.446 3.021 3.446
O 2.808 -6.093 -1.439
H 2.986 -5.236 -1.863
H 3.297 -6.727 -1.969
O 3.161 -3.985 -3.304
H 2.788 -3.105 -3.379
H 2.970 -4.393 -4.160
O 1.917 -3.992 -6.184
H 1.540 -3.105 -6.265
H 1.729 -4.401 -7.033
O -4.526 -0.097 -4.080
H -4.958 0.749 -4.251
H -4.663 -0.602 -4.888
O 2.715 -6.265 3.446
H 2.855 -5.864 2.581
H 2.335 -5.557 3.977
O 1.492 -1.223 -6.919
H 2.113 -1.063 -6.201
H 1.459 -0.382 -7.394
O -2.292 0.916 0.427
H -2.137 1.329 -0.433
H -2.673 1.623 0.961
O -1.397 -1.481 -1.224
H -1.246 -1.069 -2.085
H -1.791 -0.779 -0.695
O -5.621 5.072 3.868
H -6.394 4.635 3.499
H -4.884 4.746 3.334
O -4.580 2.378 -2.719
H -4.372 3.270 -2.423
H -4.754 1.895 -1.904
O 2.077 1.864 -7.664
H 2.194 2.242 -8.542
H 1.698 2.583 -7.149
O -0.200 6.373 -0.178
H 0.485 6.327 0.497
H -0.246 7.307 -0.406


(2)
11
Properties=species:S:1:pos:R:3 method="wB97M-V/def2-TZVPD" lumo_ev="-3.32 / -3.32" e_above_lowest_kj_mol=607.07 multiplicity=1 charge=0
C 1.927 -0.506 -0.067
C 3.086 -0.844 0.016
C 0.525 -0.765 -0.359
C -0.321 0.263 0.579
C -1.281 1.048 -0.108
Br -3.073 0.475 -0.089
H 0.443 -0.381 -1.475
H 0.141 -1.785 -0.134
H -0.815 -0.174 1.353
H 0.434 0.923 1.098
H -1.066 1.746 -0.814


(3)
14
Properties=species:S:1:pos:R:3 method="wB97M-V/def2-TZVPD" lumo_ev="0.50 / -3.10" multiplicity=3 charge=0
C 1.015 2.084 -1.331
C -0.709 0.870 0.996
C -0.199 0.603 -0.341
C -1.594 0.934 -0.261
C 0.440 -0.643 -0.954
O 1.663 1.867 -2.265
Cl -2.056 2.645 -0.712
Cl -2.996 -0.075 -0.295
Br 1.049 3.700 -0.295
H -0.848 -0.009 1.688
H -0.401 1.793 1.398
H -0.223 -0.902 -1.791
H 0.571 -1.409 -0.124
H 1.380 -0.253 -1.340


(4)
15
Properties=species:S:1:pos:R:3 method="wB97M-V/def2-TZVPD" lumo_ev=3.16 e_above_lowest_kj_mol=340.74 multiplicity=1 charge=-1
C -0.616 -0.050 0.338
C 2.141 -2.465 0.023
C -1.086 2.398 -0.126
C 0.320 1.773 -0.489
C -0.702 -1.553 0.273
N 0.433 0.560 -0.054
O 2.596 -2.520 1.042
O 1.723 -2.433 -1.045
S -2.106 0.999 0.280
Br 1.915 2.864 -0.345
H -0.898 3.209 0.631
H -1.504 3.132 -0.959
H -1.825 -1.806 0.439
H 0.078 -2.069 0.863
H -0.469 -2.040 -0.873


(5)
13
Properties=species:S:1:pos:R:3 method="wB97M-V/def2-TZVPD" lumo_ev="0.57 / -1.98" e_above_lowest_kj_mol=0.00 multiplicity=3 charge=0
C -0.215 -0.133 0.976
C -0.743 0.525 -0.151
C 0.829 -1.090 0.839
C -2.038 0.209 -0.336
C 0.135 1.288 -1.084
O 1.163 -1.507 -0.380
S 1.704 -1.597 2.153
Br -3.480 -0.606 0.467
H -0.710 -0.006 1.959
H 0.952 0.778 -1.523
H -0.374 1.902 -1.952
H 0.676 1.972 -0.527
H 2.101 -1.737 -0.443


(6)
11
Properties=species:S:1:pos:R:3 method="wB97M-V/def2-TZVPD" lumo_ev=0.93 smiles="C=CC#CCCl" e_above_lowest_kj_mol=170.06 multiplicity=1 charge=0
C -2.535 -0.078 -0.302
C -1.525 -0.794 0.085
C -0.107 -0.330 -0.067
C 0.992 0.092 -0.078
C 2.334 0.599 0.121
Cl 3.590 -0.630 -0.201
H -3.583 -0.373 -0.024
H -2.516 0.859 -0.775
H -1.639 -1.720 0.605
H 2.503 0.948 1.158
H 2.486 1.427 -0.521


(7)
20
Properties=species:S:1:pos:R:3 method="wB97M-V/def2-TZVPD" lumo_ev="-16.73 / -15.94" e_above_lowest_kj_mol=0.00 multiplicity=5 charge=+4
Pm 0.881 0.859 -3.177
Lu 0.271 -0.014 0.580
Cl 1.523 1.842 -0.746
Cl -0.705 -0.807 -1.647
C -1.835 -0.766 1.335
C 0.841 3.287 -3.372
C -1.200 1.845 -3.870
O -2.823 -1.273 1.643
O 0.638 4.426 -3.262
O -2.055 2.589 -4.125
N 2.014 -2.760 3.799
C 2.919 -2.061 2.827
C 1.959 -1.386 1.935
O 0.995 -0.785 2.555
O 1.952 -1.406 0.640
H 1.374 -2.098 4.270
H 2.511 -3.302 4.508
H 1.435 -3.434 3.273
H 3.556 -1.337 3.330
H 3.526 -2.805 2.323


(8)
20
Properties=species:S:1:pos:R:3 method="wB97M-V/def2-TZVPD" lumo_ev="-17.66 / -16.15" multiplicity=7 charge=+4
Sm -0.751 0.020 -3.997
Ti 0.358 0.583 -0.413
Cl -0.612 -1.608 -2.005
Cl -0.729 2.018 -1.920
C 1.593 2.014 0.109
C 0.453 -1.727 -5.008
C 0.553 1.424 -5.529
O 2.273 2.962 0.365
O 0.873 -2.617 -5.627
O 1.021 2.052 -6.387
N -0.549 -0.249 4.059
C -0.787 -1.141 2.923
C -0.124 -0.448 1.805
O 1.106 -0.233 1.727
O -0.996 0.213 1.024
H 0.462 -0.181 4.254
H -0.996 -0.453 4.939
H -0.858 0.687 3.791
H -0.442 -2.137 3.177
H -1.848 -1.180 2.711


(9)
16
Properties=species:S:1:pos:R:3 method="wB97M-V/def2-TZVPD" lumo_ev=-5.96 e_above_lowest_kj_mol=30.37 multiplicity=1 charge=+1
C -1.778 -1.988 0.761
C -1.237 -0.923 1.398
N 0.097 -0.713 1.406
C 1.078 -0.476 0.787
N 1.086 -0.340 -0.754
C 0.687 0.723 -1.410
Cl 0.154 0.727 -2.998
C 0.635 2.104 -0.679
F -0.299 2.028 0.299
F 1.780 2.354 -0.007
F 0.489 3.040 -1.549
H -2.805 -2.228 0.804
H -1.283 -2.802 0.258
H -1.805 -0.093 2.007
H 2.152 -0.289 0.990
H 1.051 -1.125 -1.312


(10)
13
Properties=species:S:1:pos:R:3 method="wB97M-V/def2-TZVPD" lumo_ev=-0.23 e_above_lowest_kj_mol=0.00 multiplicity=1 charge=0
C -0.644 -0.325 -1.247
C 0.658 0.344 -1.148
C -1.394 -0.539 -0.140
C 0.779 1.485 -0.481
C -0.005 -0.663 1.737
N -1.023 -0.223 1.145
Cl 0.387 -0.033 3.318
I 1.501 -2.133 1.142
H -1.038 -0.882 -2.064
H 1.600 -0.042 -1.448
H -2.377 -1.077 -0.353
H 1.610 2.092 -0.408
H -0.052 1.996 -0.053


(11)
14
Properties=species:S:1:pos:R:3 method="wB97M-V/def2-TZVPD" lumo_ev=0.65 e_above_lowest_kj_mol=11.91 multiplicity=1 charge=0
C -0.165 -1.329 -1.289
C -1.221 -0.712 -0.624
C 0.690 -0.283 0.306
C 3.611 0.401 -1.362
C -1.268 0.830 1.420
N 1.045 -1.152 -0.642
N -0.633 0.020 0.428
O 3.208 1.179 -2.069
Cl 1.813 0.492 1.451
H -0.336 -2.186 -1.877
H -2.234 -0.651 -0.849
H -2.270 0.548 1.788
H -0.602 1.027 2.355
H -1.636 1.815 0.963


(12)
17
Properties=species:S:1:pos:R:3 method="wB97M-V/def2-TZVPD" lumo_ev=-0.73 e_above_lowest_kj_mol=266.84 multiplicity=1 charge=0
C -3.842 0.822 1.135
C -2.189 0.530 -0.947
C -0.017 0.710 1.486
C -0.268 -0.327 0.398
C -4.445 0.050 0.210
N -3.248 1.423 1.909
N -4.149 -1.295 0.189
O -4.699 -2.084 -0.588
O -2.658 1.149 -1.835
O -3.302 -1.724 1.000
O -1.654 -0.151 -0.064
Cl -5.484 0.848 -0.909
H -0.017 1.674 0.899
H -0.626 0.624 2.362
H 0.926 0.357 1.886
H -0.218 -1.440 0.724
H 0.521 -0.187 -0.398


(13)
13
Properties=species:S:1:pos:R:3 method="wB97M-V/def2-TZVPD" lumo_ev=0.73 smiles="O=C1CO[C@@H]1/C=C/Cl" e_above_lowest_kj_mol=169.05 multiplicity=1 charge=0
O -0.824 2.020 -0.090
C -0.984 0.837 -0.067
C -1.847 -0.163 0.764
O -1.111 -1.253 0.187
C -0.270 -0.393 -0.652
C 1.177 -0.600 -0.372
C 2.032 0.360 -0.116
Cl 3.697 0.145 0.296
H -2.868 -0.148 0.402
H -1.749 -0.009 1.852
H -0.465 -0.599 -1.728
H 1.489 -1.652 -0.378
H 1.724 1.456 -0.100


(14)
13
Properties=species:S:1:pos:R:3 method="wB97M-V/def2-TZVPD" lumo_ev=-0.56 smiles="C/C(=C/Cl)C(=O)C=O" e_above_lowest_kj_mol=124.32 multiplicity=1 charge=0
C 1.335 -1.223 0.391
C 0.051 -0.500 -0.048
C -1.193 -1.054 0.002
Cl -2.661 -0.256 -0.553
C 0.196 0.905 -0.609
O 1.136 1.077 -1.335
C -0.644 2.113 -0.069
O -1.138 2.082 1.038
H 2.009 -1.211 -0.389
H 1.155 -2.199 0.719
H 1.786 -0.660 1.154
H -1.369 -2.058 0.411
H -0.662 2.984 -0.711


(15)
13
Properties=species:S:1:pos:R:3 method="wB97M-V/def2-TZVPD" lumo_ev=-1.25 smiles="S=C/C(Cl)=C/[C@@H]1CO1" e_above_lowest_kj_mol=319.43 multiplicity=1 charge=0
S 2.289 -1.609 -0.043
C 1.933 -0.049 0.210
C 0.617 0.489 0.035
Cl 0.404 2.350 -0.019
C -0.375 -0.425 -0.132
C -1.873 -0.014 -0.024
C -2.846 -0.901 0.673
O -2.778 -0.855 -0.687
H 2.734 0.701 0.458
H -0.384 -1.527 -0.516
H -2.185 0.960 -0.439
H -2.475 -1.736 1.143
H -3.702 -0.365 1.289


(16)
11
Properties=species:S:1:pos:R:3 method="wB97M-V/def2-TZVPD" lumo_ev=0.79 smiles="C#C/C=C(/C)F" e_above_lowest_kj_mol=311.92 multiplicity=1 charge=0
C 1.119 -2.514 -0.452
C 0.969 -1.346 -0.036
C 0.834 0.058 0.172
C -0.332 0.802 0.179
C -0.879 2.069 0.651
F -1.148 0.211 -0.578
H 1.463 -3.444 -0.570
H 1.723 0.300 0.673
H -1.115 2.500 -0.431
H -1.964 1.983 1.033
H -0.043 2.352 1.406


(17)
16
Properties=species:S:1:pos:R:3 method="wB97M-V/def2-TZVPD" lumo_ev=0.17 smiles="CNc1[nH]c(=O)nc(F)c1F" e_above_lowest_kj_mol=173.08 multiplicity=1 charge=0
C -0.103 -0.574 -0.648
N 0.808 -0.157 0.318
C 0.652 0.836 1.127
N -0.211 1.822 1.213
C -0.300 2.880 2.581
O -1.340 3.371 2.417
N 0.712 2.822 3.370
C 1.838 2.150 3.126
F 2.846 2.597 3.911
C 1.972 1.030 2.374
F 3.141 0.306 2.164
H -0.469 0.217 -1.206
H 0.429 -1.174 -1.309
H -0.986 -1.122 -0.234
H 1.553 -0.755 0.338
H -0.889 1.764 0.461


(18)
15
Properties=species:S:1:pos:R:3 method="wB97M-V/def2-TZVPD" lumo_ev="-0.58 / -0.58" e_above_lowest_kj_mol=274.64 multiplicity=1 charge=0
C -0.522 0.806 -0.882
C -0.903 -0.018 -1.952
C -0.058 0.173 0.268
C -0.419 0.539 1.678
C 1.325 -0.466 0.280
N -0.732 -1.317 -1.752
N -0.434 -1.804 -0.739
F 2.173 0.449 0.930
F 1.310 -1.519 1.097
F 1.965 -0.810 -0.814
H -0.740 1.774 -0.987
H -1.303 0.290 -2.957
H -1.251 1.216 1.561
H 0.454 0.950 2.213
H -0.865 -0.261 2.056


(19)
12
Properties=species:S:1:pos:R:3 method="wB97M-V/def2-TZVPD" lumo_ev=-7.98 smiles="CC1=CC=[N+]=C1F" e_above_lowest_kj_mol=428.56 multiplicity=1 charge=+1
C -1.204 -1.293 -0.001
C -0.321 -0.150 -0.147
C -0.378 1.237 -0.005
C 0.893 1.759 -0.084
N 1.858 0.819 0.139
C 1.286 -0.367 0.010
F 1.807 -1.497 -0.058
H -0.599 -1.987 0.690
H -1.253 -1.915 -0.925
H -2.154 -0.892 0.470
H -1.330 1.708 0.366
H 1.395 2.577 -0.456


(20)
13
Properties=species:S:1:pos:R:3 method="wB97M-V/def2-TZVPD" lumo_ev=-0.45 e_above_lowest_kj_mol=267.85 multiplicity=1 charge=0
H -2.084 2.241 0.141
N -2.380 1.296 0.131
C -1.333 0.528 -0.109
N 0.053 0.878 -0.285
C 0.878 -0.177 -0.255
C 2.214 -0.246 0.147
C -0.080 -1.321 -0.261
C -1.383 -0.854 -0.212
F -2.577 -1.427 0.066
H 0.467 1.936 -0.404
H 2.955 -1.123 0.653
H 2.897 0.619 0.418
H 0.374 -2.349 -0.031